# 1
Below is C5H8O2 in the gas phase, with properties calculated with wB97M-V/def2-TZVPD.

```
15
Properties=species:S:1:pos:R:3:nbo_charge:R:1
C 0.316 -1.540 0.706 -0.63
C -0.283 -0.169 0.428 0.14
O -1.336 0.150 1.316 -0.70
C 0.727 0.995 0.274 -0.41
C 0.348 1.177 -1.223 -0.53
C -0.701 0.086 -1.032 0.60
O -1.597 -0.365 -1.697 -0.51
H 0.655 -1.595 1.746 0.23
H -0.431 -2.323 0.541 0.22
H 1.168 -1.744 0.047 0.21
H -2.125 -0.291 0.970 0.48
H 0.441 1.844 0.896 0.23
H 1.766 0.716 0.465 0.21
H -0.076 2.149 -1.494 0.24
H 1.128 0.910 -1.944 0.24
```

Summary:
Total charge ... 0
Relative energy (zero: lowest compared OMol25 entry of this formula, charge and spin) ... 96.6 kJ/mol
Energy ... -9408.8305 eV
SMILES ... C[C@@]1(O)CCC1=O
Kohn-Sham gap ... 10.4 eV

***

# 2
Below is C19H27N3O3 in the gas phase, with properties calculated with wB97M-V/def2-TZVPD.

```
52
Properties=species:S:1:pos:R:3:nbo_charge:R:1
C 5.150 2.686 2.073 -0.25
H 6.148 2.936 2.429 0.20
O 4.632 1.768 3.002 -0.49
C 3.377 1.274 2.807 0.33
C 2.926 0.365 3.766 -0.29
C 1.667 -0.183 3.650 -0.16
C 0.833 0.150 2.596 -0.31
C 1.278 1.049 1.637 0.27
C 2.552 1.612 1.746 -0.37
H 2.878 2.311 0.990 0.21
N 0.506 1.449 0.542 -0.63
C -0.699 0.945 0.121 0.81
O -1.282 0.023 0.676 -0.69
N -1.200 1.528 -0.997 -0.44
C -0.807 2.785 -1.602 -0.22
C -2.129 3.354 -2.116 -0.40
H -2.662 3.838 -1.296 0.20
C -2.880 2.106 -2.573 -0.42
C -2.412 1.000 -1.626 -0.13
H -3.144 0.759 -0.848 0.22
C -2.055 -0.291 -2.404 0.68
O -1.897 -0.297 -3.610 -0.64
N -1.947 -1.362 -1.611 -0.64
H -1.945 -1.205 -0.608 0.44
C -1.457 -2.643 -2.077 -0.06
C -2.224 -3.778 -1.394 -0.40
C -1.885 -3.877 0.092 -0.40
C -0.383 -4.050 0.290 -0.40
C 0.366 -2.877 -0.334 -0.42
C 0.050 -2.781 -1.825 -0.40
H 0.563 -1.924 -2.267 0.21
H 0.404 -3.682 -2.331 0.20
H 0.076 -1.955 0.171 0.21
H 1.442 -3.004 -0.197 0.21
H -0.153 -4.111 1.356 0.21
H -0.057 -4.982 -0.178 0.19
H -2.214 -2.976 0.613 0.20
H -2.420 -4.724 0.528 0.21
H -3.296 -3.617 -1.524 0.21
H -1.961 -4.716 -1.887 0.20
H -1.644 -2.662 -3.157 0.23
H -2.582 1.828 -3.586 0.25
H -3.959 2.234 -2.548 0.22
H -1.985 4.075 -2.917 0.22
H -0.115 2.608 -2.436 0.19
H -0.340 3.452 -0.875 0.20
H 0.963 2.109 -0.070 0.40
H -0.149 -0.281 2.514 0.25
H 1.321 -0.884 4.394 0.22
H 3.581 0.112 4.583 0.22
H 5.224 2.249 1.071 0.17
H 4.546 3.599 2.028 0.17
```

Summary:
Total charge ... 0
Relative energy (zero: lowest compared OMol25 entry of this formula, charge and spin) ... 81.5 kJ/mol
Energy ... -30755.8944 eV
SMILES ... COc1cccc(NC(=O)N2CCC[C@H]2C(=O)NC2CCCCC2)c1
Kohn-Sham gap ... 8.7 eV

***

# 3
Below is a 2-piece molecular cluster, C6H15ClN4O2P overall, with properties calculated with wB97M-V/def2-TZVPD.

```
29
Properties=species:S:1:pos:R:3:nbo_charge:R:1
N 4.355 0.440 2.590 -0.90
C 3.177 0.961 2.136 0.72
N 3.115 1.907 1.139 -0.55
C 1.656 2.248 1.109 -0.25
C 1.019 0.915 1.460 -0.40
P -0.841 0.954 1.729 1.16
O -1.212 -0.471 1.064 -0.97
Cl -0.892 0.585 3.743 -0.30
N 1.991 0.624 2.586 -0.50
H 4.710 -0.421 2.210 0.44
H 4.892 0.934 3.283 0.45
H 3.423 1.438 0.283 0.42
H 1.298 2.721 0.203 0.26
H 1.544 2.871 1.998 0.22
H 1.251 0.133 0.727 0.23
H -0.519 -1.145 1.064 0.51
H 1.925 -0.213 3.154 0.45
C -1.800 -1.963 -3.645 -0.72
C -1.491 -1.084 -2.460 0.69
O -0.339 -0.800 -2.138 -0.68
N -2.525 -0.610 -1.730 -0.61
C -3.950 -0.820 -1.898 -0.41
H -0.863 -2.253 -4.108 0.25
H -2.337 -2.860 -3.336 0.23
H -2.406 -1.429 -4.378 0.24
H -2.204 -0.041 -0.965 0.40
H -4.463 0.131 -2.046 0.20
H -4.373 -1.301 -1.015 0.20
H -4.139 -1.451 -2.760 0.22
```

Summary:
Total charge ... +1
Energy ... -38326.5093 eV
Kohn-Sham gap ... 7.6 eV

***

> Which formula does entry 1 have?

C5H8O2

***

> Which value of energy does entry 1 give?

-9408.8305 eV

***

Copy entry 2 word for word.
Below is C19H27N3O3 in the gas phase, with properties calculated with wB97M-V/def2-TZVPD.

```
52
Properties=species:S:1:pos:R:3:nbo_charge:R:1
C 5.150 2.686 2.073 -0.25
H 6.148 2.936 2.429 0.20
O 4.632 1.768 3.002 -0.49
C 3.377 1.274 2.807 0.33
C 2.926 0.365 3.766 -0.29
C 1.667 -0.183 3.650 -0.16
C 0.833 0.150 2.596 -0.31
C 1.278 1.049 1.637 0.27
C 2.552 1.612 1.746 -0.37
H 2.878 2.311 0.990 0.21
N 0.506 1.449 0.542 -0.63
C -0.699 0.945 0.121 0.81
O -1.282 0.023 0.676 -0.69
N -1.200 1.528 -0.997 -0.44
C -0.807 2.785 -1.602 -0.22
C -2.129 3.354 -2.116 -0.40
H -2.662 3.838 -1.296 0.20
C -2.880 2.106 -2.573 -0.42
C -2.412 1.000 -1.626 -0.13
H -3.144 0.759 -0.848 0.22
C -2.055 -0.291 -2.404 0.68
O -1.897 -0.297 -3.610 -0.64
N -1.947 -1.362 -1.611 -0.64
H -1.945 -1.205 -0.608 0.44
C -1.457 -2.643 -2.077 -0.06
C -2.224 -3.778 -1.394 -0.40
C -1.885 -3.877 0.092 -0.40
C -0.383 -4.050 0.290 -0.40
C 0.366 -2.877 -0.334 -0.42
C 0.050 -2.781 -1.825 -0.40
H 0.563 -1.924 -2.267 0.21
H 0.404 -3.682 -2.331 0.20
H 0.076 -1.955 0.171 0.21
H 1.442 -3.004 -0.197 0.21
H -0.153 -4.111 1.356 0.21
H -0.057 -4.982 -0.178 0.19
H -2.214 -2.976 0.613 0.20
H -2.420 -4.724 0.528 0.21
H -3.296 -3.617 -1.524 0.21
H -1.961 -4.716 -1.887 0.20
H -1.644 -2.662 -3.157 0.23
H -2.582 1.828 -3.586 0.25
H -3.959 2.234 -2.548 0.22
H -1.985 4.075 -2.917 0.22
H -0.115 2.608 -2.436 0.19
H -0.340 3.452 -0.875 0.20
H 0.963 2.109 -0.070 0.40
H -0.149 -0.281 2.514 0.25
H 1.321 -0.884 4.394 0.22
H 3.581 0.112 4.583 0.22
H 5.224 2.249 1.071 0.17
H 4.546 3.599 2.028 0.17
```

Summary:
Total charge ... 0
Relative energy (zero: lowest compared OMol25 entry of this formula, charge and spin) ... 81.5 kJ/mol
Energy ... -30755.8944 eV
SMILES ... COc1cccc(NC(=O)N2CCC[C@H]2C(=O)NC2CCCCC2)c1
Kohn-Sham gap ... 8.7 eV